## A
Below is a 2-piece molecular cluster, C5H5NS2 overall, with properties calculated with ωB97M-V with the def2-TZVPD basis set.

```
13
Properties=species:S:1:pos:R:3:mulliken_charge:R:1
C -1.742 -0.540 -0.660 -0.391
C -1.642 -2.187 1.217 0.008
C -1.452 -0.106 0.670 0.682
C -1.271 1.196 0.854 0.167
C 2.406 1.131 -1.166 -0.872
N -1.301 -1.058 1.610 -0.515
S -1.008 2.690 0.853 -0.312
S -1.991 -2.270 -0.528 0.009
H 2.008 1.167 -2.228 0.226
H -1.665 -3.140 1.879 0.345
H 3.162 0.372 -1.108 0.302
H 1.636 0.747 -0.580 0.076
H 2.860 1.997 -0.813 0.276
```

Values from the calculation:
- Frontier orbital gap: 7.739 eV
- Charge: 0
- E_HOMO: -0.326 Ha
- Spin multiplicity: 1
- LUMO level: -1.132 eV

---

## B
Below is C5H5NS2 in the gas phase, with properties calculated with ωB97M-V with the def2-TZVPD basis set.

```
13
Properties=species:S:1:pos:R:3:mulliken_charge:R:1
C -0.382 1.893 0.992 -0.518
C -0.081 0.628 0.431 0.484
C 0.515 -0.558 0.907 -0.303
C 0.464 -1.600 -0.106 -0.323
C -0.442 -0.856 -1.251 -0.001
H -0.655 1.985 2.159 0.242
H 0.878 -0.600 2.011 0.286
H 1.418 -1.946 -0.457 0.316
H 0.005 -2.572 0.435 0.245
H -0.521 1.034 -1.593 0.126
N -0.381 0.488 -0.854 -0.070
S -0.338 3.420 0.237 -0.194
S -0.479 -1.317 -2.911 -0.291
```

Values from the calculation:
- Structure (SMILES): S=CC1=CCC(=S)N1
- Frontier orbital gap: 6.824 eV
- Charge: 0
- E_HOMO: -0.308 Ha
- Spin multiplicity: 1
- LUMO level: -1.557 eV

---

B comes first in stability; the runner-up is 90.3 kJ/mol higher.

---

## A
Below is C5H9N3 as an isolated structure, with properties calculated with ωB97M-V with the def2-TZVPD basis set.

```
17
Properties=species:S:1:pos:R:3:mulliken_charge:R:1
C -2.111 0.984 0.289 -0.856
C -1.277 -0.101 -0.202 0.346
C 1.192 -1.010 -0.525 -0.465
C 1.419 -1.830 0.807 -0.483
C 1.792 1.780 -0.158 -0.309
H -2.037 2.226 -0.061 0.265
H -1.934 0.786 1.705 0.194
H -3.039 0.539 0.223 0.466
H -1.212 -2.227 -0.213 0.263
H 1.595 -1.311 -1.752 0.270
H 1.747 -2.831 0.243 0.260
H 1.428 -1.478 2.118 0.269
H 2.220 2.842 0.586 0.243
H 2.662 0.935 -0.721 0.205
N -1.823 -1.244 -0.342 -0.654
N 0.278 0.015 -0.273 0.331
N 0.470 1.456 0.130 -0.343
```

Values from the calculation:
- Frontier orbital gap: 8.082 eV
- Charge: 0
- E_HOMO: -0.306 Ha
- Spin multiplicity: 1
- LUMO level: -0.244 eV

---

## B
Below is C5H9N3 as an isolated structure, with properties calculated with ωB97M-V with the def2-TZVPD basis set.

```
17
Properties=species:S:1:pos:R:3:mulliken_charge:R:1
C -0.459 1.409 -0.067 -0.949
C -0.508 -0.007 -0.285 0.872
C -0.068 -0.649 1.661 -0.652
C 0.677 -0.770 0.234 0.276
C -0.414 -0.071 -1.657 -0.854
H 0.167 2.050 -0.650 0.465
H 0.203 1.647 1.094 0.048
H -1.648 1.605 -0.145 0.259
H -1.911 -1.428 0.771 0.313
H 0.073 -1.381 2.414 0.412
H 0.276 0.350 2.024 0.169
H 0.465 -1.883 -0.004 0.259
H 2.661 -0.343 -1.010 0.295
H -0.755 0.170 -2.683 0.396
N -1.312 -0.452 0.804 -0.512
N 1.702 -0.131 -0.634 -0.291
N 0.851 -0.114 -1.868 -0.506
```

Values from the calculation:
- Frontier orbital gap: 9.746 eV
- Charge: 0
- E_HOMO: -0.320 Ha
- Spin multiplicity: 1
- LUMO level: 1.038 eV

---

B comes first in stability; the runner-up is 428.0 kJ/mol higher.

---

## A
Below is C5H9N3 as an isolated structure, with properties calculated with ωB97M-V with the def2-TZVPD basis set.

```
17
Properties=species:S:1:pos:R:3:mulliken_charge:R:1
C 1.482 -0.277 0.542 -0.650
C 0.483 1.315 0.151 -0.884
C -0.033 -0.090 0.089 0.564
C -1.186 -0.866 0.905 -0.423
C -1.792 -0.771 -1.273 -0.056
H 1.808 -1.312 0.132 0.349
H 1.372 -0.115 1.611 0.331
H 2.425 1.671 0.151 0.268
H 0.522 1.878 1.097 0.371
H -0.170 1.885 -0.727 0.226
H -1.178 -0.606 2.090 0.305
H -0.801 -2.250 0.772 0.231
H -2.383 -0.283 -2.194 0.289
H 0.212 0.236 -1.624 0.478
N 1.883 0.915 -0.300 -0.505
N -2.419 -0.604 -0.193 -0.400
N -0.227 -0.724 -1.228 -0.493
```

Values from the calculation:
- Frontier orbital gap: 10.038 eV
- Charge: 0
- E_HOMO: -0.345 Ha
- Spin multiplicity: 1
- LUMO level: 0.653 eV

---

## B
Below is C5H9N3 as an isolated structure, with properties calculated with ωB97M-V with the def2-TZVPD basis set.

```
17
Properties=species:S:1:pos:R:3:mulliken_charge:R:1
C 0.942 0.043 -0.472 0.318
C 0.205 -1.255 -0.073 -0.584
C -1.104 -0.663 0.447 -0.545
C -2.343 -0.092 -0.085 -0.240
C 0.442 1.383 0.038 -0.366
H 2.635 0.374 1.055 0.258
H 3.190 0.379 -0.761 0.254
H 1.149 0.011 -1.503 0.377
H 0.461 -2.000 0.785 0.272
H -0.147 -1.727 -0.983 0.240
H -0.851 -0.290 1.487 0.227
H -2.939 0.404 0.570 0.470
H -2.772 -0.983 -0.765 0.180
H 0.951 2.253 0.579 0.378
N 2.270 -0.055 0.107 -0.697
N -1.353 0.592 -0.466 0.237
N -0.737 1.626 0.040 -0.778
```

Values from the calculation:
- Frontier orbital gap: 9.468 eV
- Charge: 0
- E_HOMO: -0.316 Ha
- Spin multiplicity: 1
- LUMO level: 0.871 eV

---

## C
Below is C5H9N3 in the gas phase, with properties calculated with ωB97M-V with the def2-TZVPD basis set.

```
17
Properties=species:S:1:pos:R:3:mulliken_charge:R:1
C 1.948 -0.453 0.495 -0.876
C -0.298 -0.640 -0.299 0.202
C -2.423 -0.650 0.220 -0.245
C -0.763 0.708 -0.092 0.643
C 0.005 1.919 -0.232 -1.304
H 2.639 0.085 -0.225 0.308
H 1.529 0.150 1.379 0.321
H 2.703 -1.335 0.819 0.245
H 1.288 -1.288 -1.284 0.278
H -1.386 -2.356 0.045 0.246
H -3.477 -0.951 0.460 0.375
H -0.627 2.837 -0.296 0.302
H 0.527 1.723 -1.078 0.389
H 0.826 2.202 0.419 0.306
N 0.982 -1.118 -0.332 -0.297
N -1.420 -1.428 -0.230 -0.149
N -2.053 0.597 0.233 -0.743
```

Values from the calculation:
- Structure (SMILES): CNc1[nH]cnc1C
- Frontier orbital gap: 8.460 eV
- Charge: 0
- E_HOMO: -0.279 Ha
- Spin multiplicity: 1
- LUMO level: 0.880 eV

---

## D
Below is C5H9N3 in the gas phase, with properties calculated with ωB97M-V with the def2-TZVPD basis set.

```
17
Properties=species:S:1:pos:R:3:mulliken_charge:R:1
C 1.783 1.477 -0.824 -0.462
C -0.577 0.985 -1.056 0.138
C -1.484 -0.704 0.427 -0.402
C -1.010 -1.535 1.441 -0.576
C 0.444 -1.230 1.277 -0.237
H 1.619 1.341 0.303 0.183
H 1.852 0.389 -1.380 0.225
H 2.734 2.353 -0.898 0.223
H -1.573 1.108 -1.421 0.399
H -2.327 -1.242 -0.287 0.261
H -1.938 0.038 1.087 0.234
H -1.252 -2.587 1.352 0.260
H -1.339 -1.452 2.447 0.319
H 1.164 -1.837 1.975 0.300
N 0.369 1.901 -1.277 -0.566
N -0.346 -0.150 -0.418 0.312
N 0.852 -0.618 0.156 -0.611
```

Values from the calculation:
- Structure (SMILES): C/N=C\N1CCC=N1
- Frontier orbital gap: 8.575 eV
- Charge: 0
- E_HOMO: -0.293 Ha
- Spin multiplicity: 1
- LUMO level: 0.594 eV

---

C comes first in stability; the runner-up is 376.4 kJ/mol higher.

---

## A
Below is a 2-piece molecular cluster, C7H17NSi overall, with properties calculated with ωB97M-V with the def2-TZVPD basis set.

```
26
Properties=species:S:1:pos:R:3:mulliken_charge:R:1
C 0.863 2.253 1.189 -0.688
C 0.550 0.996 1.423 -0.166
C 2.141 -2.715 0.685 -0.877
C 0.425 0.526 -1.733 -1.665
C -1.854 1.705 -1.459 -1.246
C 0.764 -2.831 0.210 -0.735
C -1.020 0.344 -1.324 0.365
N -2.127 0.082 1.622 -0.474
Si -0.760 -0.088 0.516 0.201
H 1.763 2.659 1.743 0.216
H 0.270 2.923 0.660 0.319
H 1.269 0.366 2.083 0.175
H 2.639 -3.688 0.615 0.343
H 2.915 -2.091 0.166 0.240
H 2.101 -2.440 1.673 0.267
H 0.933 1.239 -1.161 0.484
H 1.010 -0.368 -1.908 0.292
H 0.365 1.136 -2.581 0.514
H -1.387 2.404 -2.249 0.293
H -1.938 2.329 -0.617 0.346
H -2.884 1.465 -1.873 0.306
H 0.095 -3.178 1.007 0.345
H 0.443 -3.276 -0.750 0.316
H -1.697 -0.357 -1.829 0.393
H -3.039 0.330 1.331 0.223
H -1.841 0.278 2.561 0.213
```

Values from the calculation:
- Frontier orbital gap (spin up / spin down): 7.307 / 7.904 eV
- Charge: 0
- E_HOMO (spin up / spin down): -0.239 / -0.268 Ha
- Spin multiplicity: 1
- LUMO level (spin up / spin down): 0.800 / 0.614 eV

---

## B
Below is C7H17NSi in the gas phase, with properties calculated with ωB97M-V with the def2-TZVPD basis set.

```
26
Properties=species:S:1:pos:R:3:mulliken_charge:R:1
C 0.360 0.094 -0.818 0.475
C 1.733 -0.352 -0.619 -1.425
C -0.330 -2.095 -1.743 -0.839
C 0.262 -1.280 2.457 -0.734
C 0.808 2.233 1.328 -1.051
C -2.259 1.663 0.465 -1.186
C -0.358 -0.572 -1.951 -0.476
N -0.673 -0.589 1.649 -0.209
Si -0.438 0.845 0.778 0.454
H 2.295 0.396 -0.013 0.321
H 2.201 -0.585 -1.583 0.436
H 1.849 -1.201 -0.020 0.255
H -0.477 -2.257 -0.639 0.176
H 0.776 -2.433 -1.896 0.218
H -1.144 -2.693 -2.221 0.356
H 1.067 -0.735 2.877 0.288
H -0.357 -1.850 3.229 0.297
H 0.745 -2.162 1.822 0.207
H 1.127 2.752 0.398 0.325
H 0.473 2.947 2.045 0.371
H 1.606 1.588 1.788 0.230
H -2.435 1.442 -0.590 0.315
H -3.018 1.377 1.150 0.319
H -2.046 2.688 0.533 0.329
H 0.179 -0.268 -2.827 0.400
H -1.449 -0.201 -2.026 0.147
```

Values from the calculation:
- Frontier orbital gap (spin up / spin down): 7.045 / 9.120 eV
- Charge: 0
- E_HOMO (spin up / spin down): -0.283 / -0.327 Ha
- Spin multiplicity: 1
- LUMO level (spin up / spin down): -0.643 / 0.230 eV

---

B comes first in stability; the runner-up is 100.7 kJ/mol higher.